# 1
48
Properties=species:S:1:pos:R:3:lowdin_charge:R:1 method="wB97M-V/def2-TZVPD" e_tot_ev=-59902.10428 e_lumo_ha=-0.03382
O 3.548 4.078 -0.003 0.1094
C 3.266 2.910 -0.127 -0.4337
N 4.226 1.938 0.017 0.1194
C 4.062 0.582 0.114 -0.5979
N 4.902 -0.270 -0.361 0.0297
N 4.571 -1.528 -0.129 0.0145
C 3.487 -1.690 0.531 -0.5844
S 2.739 -0.166 1.005 1.1213
C 2.915 -3.016 0.876 -0.1968
C 1.400 -2.993 0.942 -0.2210
H 0.992 -3.978 1.149 0.1103
H 1.037 -2.274 1.671 0.0790
S 0.712 -2.516 -0.699 0.7019
O 1.530 -1.463 -1.250 -0.3350
O 0.566 -3.711 -1.479 -0.2936
C -0.901 -1.836 -0.312 -0.2658
C -0.981 -0.775 0.543 -0.0248
C -2.238 -0.221 0.862 -0.1683
C -2.372 0.876 1.739 -0.0424
C -3.601 1.417 1.992 -0.0686
C -4.749 0.882 1.385 -0.0658
C -4.654 -0.189 0.543 -0.0217
C -3.401 -0.772 0.257 -0.1655
C -3.268 -1.864 -0.628 -0.0056
C -2.038 -2.394 -0.905 -0.0439
H -1.904 -3.224 -1.579 0.1144
H -4.155 -2.267 -1.092 0.1217
H -5.534 -0.600 0.072 0.1167
H -5.709 1.331 1.588 0.1069
H -3.697 2.263 2.655 0.1072
H -1.481 1.282 2.197 0.1157
H -0.086 -0.337 0.961 0.0901
H 3.323 -3.343 1.839 0.1305
H 3.245 -3.723 0.112 0.1326
H 5.185 2.268 0.027 0.1679
C 1.895 2.452 -0.502 -0.1647
C 1.704 1.533 -1.532 -0.0264
C 0.424 1.196 -1.927 0.0169
C -0.660 1.791 -1.295 -0.1504
C -0.483 2.733 -0.286 0.0098
C 0.798 3.062 0.105 0.0079
H 0.969 3.796 0.878 0.1267
H -1.349 3.188 0.168 0.1207
N -1.998 1.435 -1.693 -0.3413
O -2.132 0.499 -2.452 0.0985
O -2.914 2.088 -1.239 0.0912
H 0.260 0.473 -2.711 0.1274
H 2.545 1.076 -2.029 0.1294

# 2
48
Properties=species:S:1:pos:R:3:lowdin_charge:R:1 method="wB97M-V/def2-TZVPD" charge=+1 e_tot_ev=-43845.65558 e_lumo_ha=-0.18209
Tl -0.565 -0.768 -0.737 1.0602
N 1.905 2.799 -1.525 0.1772
C 1.468 1.521 -1.353 -0.0543
N 0.274 1.127 -1.078 0.0318
C -0.708 2.101 -0.913 -0.2216
N -1.956 1.792 -0.671 0.0996
N -2.159 0.423 -0.527 -0.0927
C -3.075 -0.036 -1.306 -0.0157
C -3.206 -1.486 -1.421 -0.2538
C -4.379 -2.063 -1.882 0.0225
C -4.419 -3.451 -1.969 -0.0027
C -3.294 -4.191 -1.608 0.0047
C -2.164 -3.512 -1.175 -0.0783
N -2.089 -2.170 -1.078 -0.0661
C -0.334 3.543 -1.031 -0.0730
C -1.274 4.565 -0.850 0.0012
C -0.877 5.896 -0.973 -0.0472
C 0.450 6.204 -1.280 -0.0392
C 1.387 5.182 -1.459 0.0068
C 1.003 3.845 -1.323 -0.1713
H 2.889 3.003 -1.616 0.1779
H 2.270 0.775 -1.480 0.1463
H -3.729 0.610 -1.914 0.1664
H -5.239 -1.460 -2.149 0.1315
H -5.319 -3.955 -2.310 0.1288
H -3.297 -5.274 -1.662 0.1273
H -1.263 -4.046 -0.886 0.0985
H -2.307 4.327 -0.612 0.1199
H -1.603 6.693 -0.832 0.1171
H 0.754 7.243 -1.380 0.1200
H 2.413 5.442 -1.704 0.1226
O 3.739 -0.804 -0.608 0.0220
C 2.574 -0.988 -0.135 -0.5493
O 1.477 -0.768 -0.737 -0.2780
C 2.484 -1.519 1.284 -0.0983
C 1.235 -1.752 1.886 -0.0350
C 1.145 -2.241 3.191 0.0188
C 2.319 -2.502 3.908 -0.1322
C 3.574 -2.279 3.330 0.0275
C 3.649 -1.790 2.024 0.0168
N 2.232 -3.016 5.278 -0.3205
O 1.104 -3.203 5.761 0.0650
O 3.292 -3.237 5.886 0.0746
H 0.329 -1.544 1.317 0.0287
H 0.162 -2.408 3.623 0.1209
H 4.496 -2.476 3.871 0.1253
H 4.621 -1.612 1.563 0.1267
H 0.010 -2.539 -0.737 0.0427

# 3
62
Properties=species:S:1:pos:R:3:lowdin_charge:R:1 method="wB97M-V/def2-TZVPD" spin_multiplicity=2 charge=+1 e_tot_ev=-165592.94310 e_lumo_ha="-0.20546 / -0.21446"
Pt 1.685 0.128 0.006 1.4508
C 0.382 -0.412 2.724 -0.1341
N 1.621 -0.125 2.007 -0.1336
C 2.791 -0.269 2.577 -0.0091
C 3.925 -0.202 1.757 -0.2692
C 5.310 -0.351 1.838 0.0128
C 5.793 -0.285 0.537 -0.0375
C 4.708 -0.089 -0.325 -0.0842
N 3.595 -0.044 0.418 -0.1135
C -0.677 0.643 2.552 -0.2307
C -2.015 0.250 2.611 -0.0641
C -3.029 1.196 2.513 -0.0681
C -2.712 2.535 2.340 -0.0747
C -1.381 2.928 2.277 -0.0512
C -0.366 1.989 2.391 -0.0481
H 0.642 -0.531 3.780 0.1455
H 0.012 -1.383 2.385 0.1022
H 2.825 -0.468 3.641 0.1573
H 5.882 -0.513 2.737 0.1223
H 6.822 -0.349 0.225 0.1140
H 4.691 0.046 -1.394 0.1177
H -2.257 -0.796 2.766 0.1298
H -4.064 0.884 2.577 0.1179
H -3.498 3.274 2.262 0.1126
H -1.132 3.972 2.147 0.1173
H 0.667 2.308 2.348 0.1107
F 1.172 -1.845 -4.096 0.1911
C 2.002 -1.136 -3.360 -0.6916
F 3.073 -0.806 -4.060 0.1774
F 2.361 -1.820 -2.282 0.1339
S 1.091 0.409 -2.869 0.6385
O 0.096 0.014 -1.874 -0.3639
O 0.640 1.023 -4.064 -0.2029
N 2.290 1.150 -2.066 -0.3383
S 2.045 2.581 -1.334 0.6388
O 0.984 2.344 -0.339 -0.3655
O 3.280 3.118 -0.897 -0.2083
C 1.318 3.768 -2.575 -0.6900
F 1.996 3.676 -3.700 0.1879
F 0.042 3.484 -2.771 0.1617
F 1.435 4.977 -2.062 0.1862
F 1.240 -2.139 0.347 -0.3566
As 0.296 -3.699 0.093 0.7643
F 1.578 -4.257 -0.885 -0.2022
F -0.440 -2.886 -1.253 -0.2382
F -0.656 -5.091 -0.123 -0.1989
F -0.964 -2.963 1.105 -0.2800
F 1.039 -4.273 1.529 -0.2124
Cl -3.461 2.078 -1.341 0.8195
C -4.030 0.479 -1.159 -0.5627
C -5.286 0.144 -1.608 -0.0637
C -5.729 -1.169 -1.465 0.0130
C -4.947 -2.175 -0.892 -0.0193
C -3.692 -1.856 -0.443 0.0459
C -3.202 -0.520 -0.553 -0.2481
C -1.941 -0.258 -0.076 0.1720
H -5.917 0.889 -2.071 0.1213
H -6.720 -1.415 -1.824 0.1301
H -5.328 -3.182 -0.818 0.1254
H -3.032 -2.596 -0.006 0.1203
H -1.371 -1.101 0.290 0.0580
H -1.483 0.715 -0.197 0.0644

# 4
50
Properties=species:S:1:pos:R:3:lowdin_charge:R:1 method="wB97M-V/def2-TZVPD" spin_multiplicity=2 charge=+3 e_tot_ev=-178887.28089 e_lumo_ha="-0.36540 / -0.36856"
Ga -0.066 0.137 0.258 0.8216
C 2.138 -3.223 -0.811 -0.3714
C 2.333 -4.050 0.205 0.0704
C 2.121 -3.251 1.476 0.1047
C 1.757 -1.835 1.656 -0.1462
N 2.050 -0.702 0.832 0.1282
C 2.151 -1.103 -0.316 -0.5019
C 0.865 -1.385 2.750 -0.1597
C 0.764 -1.816 4.059 0.0517
C -0.097 -1.121 4.905 0.0309
C -0.703 0.065 4.504 0.0515
C -0.557 0.464 3.183 -0.1709
N 0.098 -0.322 2.334 0.0600
C -0.856 1.787 2.572 -0.1589
C -1.296 2.880 3.293 0.0506
C -1.246 4.144 2.715 0.0312
C -0.753 4.282 1.425 0.0100
C -0.402 3.142 0.730 -0.0884
N -0.465 1.923 1.281 0.0330
H 1.725 -2.411 -2.344 -0.2763
H 2.563 -5.105 0.184 0.1405
H 2.138 -3.797 2.411 0.1184
H 2.920 -1.839 -1.956 0.0637
H 1.369 -2.624 4.446 0.1384
H -0.253 -1.482 5.914 0.1406
H -1.274 0.646 5.213 0.1333
H -1.654 2.761 4.305 0.1356
H -1.570 5.011 3.275 0.1416
H -0.644 5.254 0.967 0.1348
H -0.041 3.188 -0.289 0.1258
N -2.548 1.524 -3.322 0.1555
C -3.360 1.948 -2.319 -0.0011
C -2.710 1.663 -1.152 -0.0870
N -1.515 1.058 -1.427 0.0082
C -1.446 0.967 -2.777 -0.2294
C -0.404 0.241 -3.525 -0.1855
N 0.019 -0.948 -3.115 -0.0446
C 1.040 -1.404 -4.025 -0.5207
C 1.163 -0.440 -4.970 0.0221
N 0.253 0.559 -4.652 0.1834
H -2.804 1.535 -4.301 0.1935
H -4.308 2.426 -2.502 0.1491
H -3.025 1.864 -0.143 0.1251
H 1.752 -1.111 -2.042 -0.0590
H 1.787 -0.413 -5.849 0.1597
H 0.177 1.430 -5.164 0.1981
Cl -0.776 -3.753 -1.348 0.4215
Ge -0.030 -1.803 -1.377 0.4210
Cl 1.843 -1.979 -1.311 0.2980
Cl 1.773 -2.985 -3.858 0.9499